(1)
The following is a DFT calculation (wB97M-V/def2-TZVPD) of a 2-piece molecular cluster, C6H12O overall at a distorted geometry.

Energy above the lowest of the compared OMol25 structures with the same formula, charge and spin, kcal/mol: 57.2
E, Eh: -310.96814
Net charge: 0
Max |F|, eV Å⁻¹: 2.55
Structure (SMILES): C=C/C(C)=C/C.O
Lowest unoccupied orbital energy, Ha: 0.0290

Last column: natural (NBO) charge in e.
Positions of all 19 atoms, in Å:
H -2.2975 1.8260 0.6503  0.214
C -1.3569 1.9326 1.2236  -0.647
H -0.0407 -2.1458 1.1840  0.189
H 1.9451 1.4071 -0.9957  0.214
H -0.8237 2.7551 0.7810  0.204
C 0.9972 -2.0085 0.8267  -0.407
O -1.1028 -1.5142 -2.1688  -0.924
H 1.8884 -0.7639 -0.6380  0.178
H 1.0538 2.5288 0.0146  0.224
C 0.4549 0.4473 0.2671  -0.055
C 0.9564 1.5982 -0.5478  -0.643
H -0.3054 -1.6036 -2.7174  0.463
C -0.6158 0.5902 1.0763  -0.146
H -1.3676 -0.1776 1.2622  0.199
H 0.1931 1.7835 -1.3215  0.225
C 1.1165 -0.8691 0.1407  -0.171
H 1.5850 -2.9089 0.7530  0.204
H -1.6419 2.1593 2.2556  0.217
H -1.2595 -2.4583 -2.0399  0.464



(2)
The following is a DFT calculation (wB97M-V/def2-TZVPD) of a 2-piece molecular cluster, C6H12O overall.

Energy above the lowest of the compared OMol25 structures with the same formula, charge and spin, kcal/mol: 116.0
E, Eh: -310.87447
Net charge: 0
Max |F|, eV Å⁻¹: 0.34
Lowest unoccupied orbital energy, Ha: -0.0103

Last column: natural (NBO) charge in e.
Positions of all 19 atoms, in Å:
C -0.1586 1.4529 2.0922  -0.834
H -2.0454 -0.5998 -2.2536  0.222
C -0.6926 -0.4366 -0.5761  0.117
C 1.5073 -0.4247 1.0058  0.176
H -0.2090 1.8854 3.0901  0.228
H 0.1103 2.2232 1.3656  0.210
C 1.8128 0.2687 -0.2860  -0.595
C -1.0001 -0.8148 -2.0153  -0.613
H 1.4507 1.2926 -0.3939  0.249
H -0.8274 -1.8866 -2.1592  0.211
H -1.1190 1.0073 1.8248  0.213
H -0.3548 -0.2572 -2.7016  0.213
H 1.0083 -1.8022 -0.5036  0.255
H 2.8103 0.1168 -0.6916  0.245
C 0.7525 -0.7723 -0.2413  -0.442
H -1.2261 -1.1765 1.1381  0.477
H 0.6266 0.6728 2.1326  0.225
O -1.5990 -1.1437 0.2479  -0.716
H -0.8319 0.6501 -0.4525  0.162



(3)
The following is a DFT calculation (wB97M-V/def2-TZVPD) of a 2-piece molecular cluster, C6H12O overall at a distorted geometry.

Energy above the lowest of the compared OMol25 structures with the same formula, charge and spin, kcal/mol: 119.3
E, Eh: -310.86916
Net charge: 0
Max |F|, eV Å⁻¹: 4.12
Structure (SMILES): C/C=C\C=C\C.O
Lowest unoccupied orbital energy, Ha: -0.0057

Last column: natural (NBO) charge in e.
Positions of all 19 atoms, in Å:
C 1.1044 -1.6764 -0.4550  -0.637
H 0.9956 -2.4300 2.2231  0.464
C 0.5212 0.7850 -0.2872  -0.265
C 1.5337 -0.1698 -0.3156  -0.164
C -1.2414 2.2906 -1.1030  -0.132
H 0.9848 -2.1749 0.4776  0.190
H 0.7885 2.5202 -1.7689  0.220
H -1.6148 2.8907 -1.9460  0.202
H -2.0577 0.5380 -0.1623  0.226
H 0.6141 -3.2393 3.4680  0.468
H -2.1383 2.0566 0.6892  0.223
C -2.2572 1.5991 -0.2603  -0.675
H 0.1498 -1.7539 -1.2793  0.214
O 1.2968 -3.1854 2.8055  -0.932
H 1.8063 -2.2930 -0.9277  0.229
C 0.1502 1.9219 -1.0999  -0.264
H 2.6024 -0.0086 -0.1715  0.201
H -3.2595 1.7229 -0.6315  0.216
H 0.0211 0.6065 0.7449  0.216



(4)
The following is a DFT calculation (wB97M-V/def2-TZVPD) of one molecule with the formula C6H12O.

Energy above the lowest of the compared OMol25 structures with the same formula, charge and spin, kcal/mol: 27.9
E, Eh: -311.01484
Net charge: 0
Max |F|, eV Å⁻¹: 0.38
Structure (SMILES): CCC[C@H]1C[C@H]1O
Lowest unoccupied orbital energy, Ha: 0.0333

Last column: natural (NBO) charge in e.
Positions of all 19 atoms, in Å:
H -1.4199 0.9944 1.2074  0.191
C 2.0325 0.4264 -0.1367  0.082
H -0.7898 -1.4255 0.7880  0.200
H -0.2889 -0.9796 -0.8403  0.210
H -2.7689 -0.2382 -1.2697  0.202
C 0.9772 -0.2257 0.7210  -0.246
H 1.8120 1.6216 -1.6222  0.473
C -1.3746 0.5690 0.1953  -0.389
H -3.1918 -0.6088 0.4082  0.200
H 2.0161 -1.7126 -0.5372  0.222
H 2.6753 1.1566 0.3538  0.175
H -3.4655 1.0177 -0.2342  0.208
H 2.9683 -1.2833 0.9638  0.216
C 2.1934 -0.9970 0.2604  -0.442
H 0.9726 0.0892 1.7657  0.209
C -0.3871 -0.5978 0.1838  -0.396
O 1.8058 0.6676 -1.4976  -0.707
C -2.7782 0.1648 -0.2501  -0.603
H -0.9886 1.3614 -0.4596  0.196



(5)
The following is a DFT calculation (wB97M-V/def2-TZVPD) of one molecule with the formula C6H12O.

Energy above the lowest of the compared OMol25 structures with the same formula, charge and spin, kcal/mol: 9.2
E, Eh: -311.04465
Net charge: 0
Max |F|, eV Å⁻¹: 0.25
Structure (SMILES): CC[C@H]1CCCO1
Lowest unoccupied orbital energy, Ha: 0.0424

Last column: natural (NBO) charge in e.
Positions of all 19 atoms, in Å:
C 2.5859 -0.2370 0.2670  -0.610
C 1.3743 0.2245 -0.5382  -0.414
H -1.2699 2.0689 -0.0368  0.218
H -1.1833 -1.6675 -0.7572  0.154
H 3.4442 -0.4614 -0.3744  0.208
H -2.9918 0.0071 -0.7399  0.213
H 1.1123 -0.5265 -1.2970  0.199
H 2.3352 -1.1366 0.8377  0.219
H 2.8922 0.5374 0.9811  0.199
C 0.1593 0.4396 0.3616  0.094
C -1.4323 -1.2177 0.2191  -0.068
H -2.6735 0.3730 0.9708  0.205
H 1.6023 1.1535 -1.0785  0.200
H -0.9252 1.0503 -1.4374  0.203
C -2.2105 0.0774 0.0230  -0.427
H -1.9396 -1.9704 0.8288  0.194
O -0.2618 -0.8164 0.9057  -0.534
C -1.0750 1.0392 -0.3511  -0.431
H 0.4573 1.0627 1.2155  0.177



(6)
The following is a DFT calculation (wB97M-V/def2-TZVPD) of C6H12O as an isolated structure.

Energy above the lowest of the compared OMol25 structures with the same formula, charge and spin, kcal/mol: 30.3
E, Eh: -311.01104
Net charge: 0
Max |F|, eV Å⁻¹: 0.40
Lowest unoccupied orbital energy, Ha: 0.0414

Last column: natural (NBO) charge in e.
Positions of all 19 atoms, in Å:
H 0.2177 1.1941 -0.5275  0.199
H -3.1682 0.3910 0.9225  0.170
C -1.1036 -0.2484 0.3534  -0.262
H -2.1764 1.7214 0.2480  0.172
H -2.0101 -1.8330 -0.9443  0.171
C -1.5894 -0.8207 -0.9921  -0.056
H 1.3033 -1.0665 -0.7386  0.195
H 1.4164 -1.1720 1.0117  0.195
C 1.4223 -0.4630 0.1721  -0.395
H -1.1240 -0.9580 1.1882  0.203
H 2.7987 0.9724 -0.7140  0.203
C 0.2307 0.4837 0.3126  -0.392
C -2.3532 0.6384 0.2295  -0.050
H 2.9310 0.8378 1.0460  0.202
H -0.8775 -0.7641 -1.8269  0.171
H 0.3470 1.0856 1.2261  0.202
C 2.7620 0.2676 0.1251  -0.602
O -2.6210 0.1677 -1.0986  -0.537
H 3.5943 -0.4340 0.0069  0.210



(7)
The following is a DFT calculation (wB97M-V/def2-TZVPD) of one molecule with the formula C6H12O.

Energy above the lowest of the compared OMol25 structures with the same formula, charge and spin, kcal/mol: 25.7
E, Eh: -311.01832
Net charge: 0
Max |F|, eV Å⁻¹: 0.29
Structure (SMILES): CC(C)[C@H]1C[C@H]1O
Lowest unoccupied orbital energy, Ha: 0.0350

Last column: natural (NBO) charge in e.
Positions of all 19 atoms, in Å:
H 1.6462 -1.1579 -1.4453  0.200
H 1.8096 1.4173 -0.9597  0.201
C 0.6968 -0.0676 0.1820  -0.230
C 1.4385 -1.2827 -0.3752  -0.598
H 1.0520 2.0675 0.5030  0.202
C 1.5646 1.1912 0.0870  -0.599
H 0.8408 -2.1923 -0.2554  0.210
H -2.3667 -1.1082 -1.2205  0.218
H 2.5095 1.0608 0.6289  0.209
H -0.5375 0.6113 -1.5098  0.212
C -0.6281 0.1406 -0.5297  -0.246
H -2.5762 1.1944 -0.1937  0.173
O -1.8191 0.5227 1.6479  -0.703
H -1.5736 -1.6745 0.3296  0.224
H -1.3776 1.3435 1.9007  0.468
C -1.8708 0.4904 0.2497  0.080
H 0.4773 -0.2555 1.2402  0.211
C -1.7438 -0.8597 -0.3680  -0.439
H 2.3951 -1.4300 0.1396  0.206



(8)
The following is a DFT calculation (wB97M-V/def2-TZVPD) of a 2-piece molecular cluster, C6H12O overall at a distorted geometry.

Energy above the lowest of the compared OMol25 structures with the same formula, charge and spin, kcal/mol: 43.6
E, Eh: -310.98985
Net charge: 0
Max |F|, eV Å⁻¹: 1.59
Structure (SMILES): C=CC/C=C/C.O
Lowest unoccupied orbital energy, Ha: 0.0315

Last column: natural (NBO) charge in e.
Positions of all 19 atoms, in Å:
C 2.3345 0.4319 0.5353  -0.485
H 2.3521 -0.4912 1.1045  0.217
H -0.0840 -2.0027 -2.6083  0.214
H 1.1956 2.4995 3.0675  0.190
H 0.6049 -0.4982 -3.1163  0.210
C 1.5647 1.4759 1.2906  -0.160
H -7.1979 -1.3335 -0.3715  0.468
H 1.9609 0.7868 -1.6343  0.192
H -6.0577 -1.4224 0.6429  0.468
H 3.3770 0.7375 0.4341  0.223
C 0.7715 -0.7887 -0.9743  -0.182
H 1.0640 2.2856 0.7650  0.197
C 1.6929 1.6956 2.5951  -0.392
H 0.4872 -1.4780 -0.1855  0.195
H -0.9024 -0.4883 -2.3253  0.214
C 1.7176 0.1225 -0.8108  -0.174
H 2.0481 0.9808 3.3280  0.186
O -7.0036 -1.5408 0.5475  -0.937
C 0.0749 -0.9724 -2.2842  -0.645